C52H66N2O3P2PbS5Si | ωB97M-V/def2-TZVPD

The geometry in ORCA input format:
```
! RIJCOSX wB97M-V def2-TZVPD def2/J DEFGRID3
* xyz 0 1
N -1.44031 -1.41352 -2.75183
H 3.90999 -1.76190 0.45437
H -3.97860 -2.21719 -2.81730
H 0.36299 -2.47912 4.71958
H 5.16284 -0.61428 -3.35049
C -1.09861 3.20979 -0.83735
H 4.61223 1.51126 -4.54765
H 3.22839 5.34962 0.03323
C 1.90908 -2.24124 1.08604
C 3.36184 -2.63256 0.82574
C -2.08979 0.57526 4.76430
H 4.30610 1.61478 -2.81574
H 3.56613 -4.06676 2.42095
C -5.99110 -6.08369 -1.17402
H 3.30036 -1.96352 -2.39879
C -2.26160 -0.49357 3.68604
H -1.24570 -2.17663 2.84288
H -2.19156 -1.44002 -5.36408
H 3.47724 3.52651 -2.39047
C -5.11214 -4.31017 1.69611
C -4.81496 -5.30033 -1.67012
C -3.07519 2.50123 1.40682
C -0.12862 2.94052 -1.80940
C -0.53336 -1.87574 4.81749
P 1.08751 1.63091 -1.38440
C 3.97567 1.13824 -3.74010
H 5.58075 3.65654 -0.92635
C 4.96530 4.09085 -0.13480
C 2.90335 3.93699 -1.56212
S -3.41295 -4.65407 1.34275
H 5.60057 4.76736 0.44037
H 2.45793 -0.33666 1.89802
C -3.55597 -5.89128 -1.73129
H 4.19919 5.64939 -1.41638
C -0.34387 -0.80811 5.88602
H 3.86931 3.41663 1.59406
C -2.96942 -3.04556 0.79037
Pb -1.39384 -0.35771 -0.58945
C -1.00693 4.73296 -3.16705
H 4.43422 -1.18121 2.91305
H -2.41575 -0.72926 6.44896
C 2.38394 2.81565 -0.67034
H 0.50359 1.01831 -3.56208
C 3.17838 -0.88827 -2.52921
H 1.46620 -1.86111 0.16255
C 1.49250 0.91511 -3.08858
S -5.54145 -2.64397 1.33830
C -3.96073 -2.12322 0.77564
H 1.05628 -1.00644 -2.18098
H -3.03672 1.10221 4.90714
H -1.33594 -2.54716 5.14171
H 2.33101 -1.17181 4.33521
H 1.51271 -1.09582 -3.86281
H 4.38583 -2.46621 4.12519
H 2.28615 1.14853 -5.04102
H -1.46921 -5.58971 -2.17739
O -1.13566 -3.12685 -4.60308
H -0.02264 -1.28019 6.81836
H -0.97874 5.31181 -4.07853
C 4.43528 2.97869 0.76669
H 1.33721 -3.12429 1.37549
O -0.02376 -3.40857 -2.43620
C 2.52940 1.52319 -4.04173
C 3.53019 2.03975 -0.02707
O -5.87915 -5.11981 2.13320
H 0.43826 -0.11607 5.57602
C -3.26603 1.69527 -4.65000
H -3.44487 -6.92894 -1.44800
C -3.86369 -3.24512 -2.50387
C -2.45749 -5.16229 -2.15204
H 2.47693 3.08692 4.91885
H 1.98112 0.77665 4.31604
C -2.40575 -0.53416 -4.82393
C 4.04027 -3.13804 2.09677
C -0.98557 -1.31149 3.47100
C 2.44067 -1.80859 3.45825
C -3.01440 0.54742 -5.40594
H 2.44516 2.61180 -4.07821
H 4.12446 1.53955 -0.79246
S -3.89707 -0.50917 0.15160
C 0.26204 3.65050 2.44024
C -0.03904 2.33545 2.09184
H -3.06117 -1.17597 3.98570
C 1.47571 1.57229 3.79286
H -6.92428 -5.64459 -1.51404
H 5.27059 2.41411 1.18951
H -0.19765 4.46386 1.89681
H 1.95052 -2.76082 3.65861
H 2.06627 4.50948 -1.96790
C -2.87901 1.69235 -3.32867
H -1.50417 0.73694 6.83837
H -3.30755 0.51017 -6.44532
H -1.33841 1.30057 4.44187
H -2.73907 4.47783 -0.29487
H -3.82926 2.33433 0.64168
H -3.74696 2.55836 -5.08318
C -4.95379 -3.97031 -2.04946
C 1.83425 -1.19342 2.19838
P 0.11602 -0.42268 2.21965
H 3.89072 -0.85331 -4.55348
C 1.76648 2.88031 4.13201
C 3.80964 4.86855 -0.75796
H 0.59651 3.47394 -3.75842
N -2.28198 0.65947 -2.74598
C -0.11225 3.69352 -2.97748
H -6.00634 -6.09140 -0.08565
H -3.32183 1.86452 2.24996
C 4.12834 -0.37126 -3.60226
C 0.54482 1.27883 2.80149
Si -1.33132 2.13812 0.71004
H -2.56601 -0.03300 2.74348
C 1.14670 3.92578 3.46560
C -1.64468 -0.04433 6.08779
H 3.39424 -0.39750 -1.57626
H 1.81045 3.27950 0.14788
C 1.74179 -0.58835 -2.92361
H -2.63573 5.83855 -2.32258
H -3.14589 3.53191 1.74994
C -1.99086 4.26053 -1.03917
H 3.38790 -3.40396 0.05504
C -1.93673 5.02875 -2.18593
S -1.30325 -2.82995 0.37004
H 1.36568 4.94719 3.73636
C -2.04346 -0.45783 -3.46452
H -3.05172 2.55276 -2.69509
C 3.91859 -2.09945 3.20733
S -1.18002 -2.96865 -3.16803
H 3.12090 1.27329 0.63640
C -2.62114 -3.84753 -2.54757
H 5.09153 -3.35489 1.89808
H -5.93551 -7.11703 -1.50573
H -5.92808 -3.50383 -1.99636
*
```

Output
orbital gap = 5.10 eV
electronic energy = -149999.8151 eV
largest force on an atom = 1.62 eV Å⁻¹



C52H66N6O5PS4ScSeTe | ωB97M-V/def2-TZVPD

The geometry in ORCA input format:
```
! RIJCOSX wB97M-V def2-TZVPD def2/J DEFGRID3
* xyz 0 1
H 4.67570 5.93953 1.98354
C -2.85352 -5.81722 0.45194
H 1.22294 4.92074 0.60004
H -0.93444 2.28586 3.32330
N -1.49519 -0.26595 -3.05951
Sc -0.67487 -1.66516 -0.90731
H 2.11408 -1.82170 -6.52976
C -1.51531 3.40839 -3.55007
H -1.19539 4.62863 3.75149
C 1.53472 -1.12455 -3.38851
C 3.12216 0.51388 -4.25671
O -2.23134 -2.73913 -1.84696
H 4.91780 -2.73489 -0.36680
H 4.93696 -1.76288 -2.69663
C 2.46282 3.44607 6.23920
H -3.98074 -0.98223 -2.34520
C 4.25098 5.05676 5.95671
C 3.88657 5.54430 1.34397
H 2.76363 0.58306 -1.32294
H -3.00068 -5.16032 1.30295
H -1.34059 5.28305 5.38827
H 3.83660 -5.02566 3.41763
H 3.44767 0.35490 -6.38333
O 0.77003 -1.54559 -2.50426
H 4.22303 5.69949 0.31413
C -0.77321 1.97747 4.35940
C 2.71291 0.05119 -5.63819
H 1.77803 2.89517 6.87077
C -1.82943 3.79402 -2.29925
H -9.03263 -2.00703 -0.63746
C -2.44945 2.22541 1.02852
C 4.12728 -2.94615 -1.08803
C -0.85487 4.51249 4.78557
O 3.05271 -2.01900 -0.88089
C 2.00768 0.86616 -2.05489
H -4.08345 -3.58146 -0.00324
H -1.39259 1.09081 4.52641
H -1.23798 -8.66863 -0.41938
N 3.00066 3.65373 2.72799
C -1.86284 -7.78828 -0.51567
H -1.41036 4.13519 -4.34785
C 4.61845 -2.79150 -2.50709
H 2.10483 1.92358 -2.29957
O 0.96417 -1.17441 0.16379
H 4.95573 5.74724 6.40209
H -1.44398 -1.76737 -4.43119
H 1.73494 -4.19618 2.24739
H 0.21834 4.71247 4.80467
C 3.37363 4.34588 6.77640
H -2.27441 3.04779 5.44833
H 0.47268 -3.29507 -5.36295
C -2.08067 -6.96393 0.57994
O 2.73207 -2.54837 1.45653
C -2.44349 -7.47657 -1.73965
H -2.79534 2.43280 2.03212
H -4.26783 -1.03649 0.26705
H 1.04419 0.70928 -1.58873
H 2.21250 6.09898 2.58284
N 1.77529 -1.89042 -4.48595
C 2.45591 3.29168 4.86267
H 2.80810 7.38299 1.54823
C 4.23815 4.89990 4.57663
H -1.99168 4.84123 -2.07057
C -7.98864 -1.79507 -0.43792
H 1.75107 0.50223 -5.89036
H 3.40215 4.49842 7.84785
H -5.89845 -0.85828 2.07588
S -3.04269 -1.02382 3.53517
H -0.74024 2.95868 6.28929
C 0.67064 1.50912 4.47433
C -1.19385 3.10977 5.30289
H 2.02561 -3.94230 -4.80178
C -7.58364 -1.41052 0.83437
H -2.28814 -8.12058 -2.59734
H 2.37201 -3.04366 3.40938
H -8.31273 -1.33040 1.63257
S -0.15621 -1.83442 3.36454
C -2.03051 0.91912 0.72007
C -1.69735 -1.68389 2.72521
C 3.73284 4.03381 1.52667
H 4.92710 5.45386 3.95728
H -1.05157 2.22339 -5.98087
N 1.66243 2.50684 4.03116
C -1.49436 1.06087 -2.83696
C -1.96154 2.83537 -1.23169
C -1.37824 2.01011 -3.86204
C -4.70599 -1.79734 -2.32079
H -5.27280 -4.36440 -1.09078
C 2.58653 -3.56141 2.48021
H 4.70733 3.53893 1.53016
C 3.31578 4.01218 4.03903
H 0.91882 1.24914 5.50339
H -5.19786 -1.86853 -3.29157
H -2.00778 0.16781 1.49985
H -1.09277 -0.23505 -6.38408
C -3.41526 -5.48583 -0.77510
Te 0.70270 -4.34559 -0.56671
H 3.77796 -3.96719 -0.92417
H 3.82294 -3.04941 -3.21059
C -1.18603 1.52272 -5.16282
N -1.68336 0.54966 -0.49868
C 3.87114 -4.35391 2.55694
C -5.71111 -1.63830 -1.21529
C -5.31548 -1.23438 0.05926
H 3.57917 -1.91693 -5.55359
N 2.12225 0.08937 -3.28917
C -7.05320 -1.91599 -1.45739
H 5.46618 -3.45789 -2.68003
C 1.98859 2.72279 2.73914
C -6.24321 -1.13246 1.08436
H 4.10716 0.10855 -3.99737
C -4.20873 -4.20278 -0.89153
H -2.62607 4.22434 0.28529
H 4.01762 -4.95163 1.65411
H 1.86075 6.18754 -0.46491
S -2.04406 -2.36223 1.10564
C 2.58884 6.31309 1.57919
H -3.66380 -6.09259 -2.82666
H 3.18891 1.59928 -4.20949
C 1.50868 5.97655 0.55006
C 2.58669 -1.45658 -5.61611
C -2.37255 3.19140 0.07121
C 1.22553 -3.23564 -4.56958
H 0.78003 -3.51622 -3.62133
H -7.37286 -2.22754 -2.44775
C -1.20186 0.16974 -5.38585
H 0.79836 0.61391 3.86300
Se 1.17581 1.93673 1.30232
C -3.21677 -6.33169 -1.86694
H 4.72507 -3.68372 2.67426
C -1.38323 -0.69070 -4.29458
C -1.70202 1.49275 -1.47627
H -1.63723 -7.20320 1.53901
S -3.58709 -3.26129 -2.27823
H 3.16308 3.61915 0.69977
P 1.87171 -2.40166 0.14857
H 0.61018 6.57380 0.72292
*
```

Output
orbital gap = 5.05 eV
energy relative to the best compared isomer or geometry (same formula, charge and spin) = 196.58 kJ/mol
electronic energy = -220152.6441 eV
largest force on an atom = 1.32 eV Å⁻¹